[1]
C21H53N6O6 | ωB97M-V/def2-TZVPD

Structure (ORCA input):
```
! RIJCOSX wB97M-V def2-TZVPD def2/J DEFGRID3
* xyz 3 1
N -1.26 -0.37 0.56
O -0.40 -0.66 -0.34
O -1.63 0.81 0.70
O -1.65 -1.26 1.32
C -5.29 -0.61 -0.47
C -4.56 0.59 -1.02
N -4.69 0.75 -2.47
C -5.81 1.16 -3.14
C -5.57 0.99 -4.46
N -4.29 0.52 -4.57
C -3.77 0.42 -3.35
C -3.58 0.34 -5.83
H -4.93 -1.58 -0.82
H -6.36 -0.61 -0.66
H -5.16 -0.65 0.62
H -3.51 0.64 -0.72
H -4.98 1.49 -0.56
H -6.71 1.52 -2.66
H -6.18 1.19 -5.32
H -2.86 -0.11 -3.11
H -2.96 1.22 -6.03
H -4.27 0.24 -6.66
H -2.96 -0.55 -5.76
C 3.95 -4.10 -1.19
N 2.51 -3.72 -0.98
C 2.33 -3.57 0.50
C 2.26 -2.40 -1.60
C 1.60 -4.81 -1.52
C 0.16 -4.39 -1.76
O -0.49 -3.79 -0.66
H 4.18 -3.94 -2.24
H 4.08 -5.14 -0.90
H 4.58 -3.42 -0.63
H 1.34 -3.19 0.73
H 3.02 -2.79 0.83
H 2.55 -4.53 0.97
H 1.34 -1.96 -1.21
H 2.19 -2.51 -2.68
H 3.10 -1.74 -1.39
H 1.68 -5.63 -0.81
H 2.07 -5.10 -2.46
H -0.40 -5.29 -2.03
H 0.06 -3.78 -2.67
H -0.50 -2.82 -0.69
C -0.26 -1.42 4.49
N 0.89 -0.44 4.39
C 2.17 -1.05 4.83
C 1.01 -0.05 2.94
C 0.57 0.75 5.24
C -0.58 1.67 4.79
O -1.52 1.85 5.83
H -1.09 -0.97 3.96
H -0.47 -1.57 5.54
H 0.06 -2.35 4.02
H 2.06 -1.44 5.84
H 2.97 -0.34 4.65
H 2.34 -1.94 4.21
H 1.96 0.46 2.78
H 0.21 0.63 2.66
H 0.95 -1.00 2.41
H 1.49 1.35 5.27
H 0.45 0.43 6.27
H -1.12 1.39 3.88
H -0.12 2.64 4.61
H -2.16 1.13 5.82
C 0.80 3.10 -1.94
N 2.05 3.05 -1.10
C 1.90 2.25 0.15
C 3.04 2.30 -1.92
C 2.65 4.45 -0.91
C 2.13 5.13 0.31
O 0.71 5.23 0.20
H 0.46 2.08 -2.09
H 1.10 3.48 -2.91
H 0.11 3.78 -1.45
H 1.20 2.77 0.80
H 2.89 2.17 0.61
H 1.54 1.25 -0.07
H 3.26 2.83 -2.85
H 2.68 1.31 -2.21
H 3.99 2.20 -1.40
H 2.35 4.99 -1.80
H 3.72 4.30 -0.86
H 2.61 6.10 0.45
H 2.35 4.57 1.23
H 0.42 6.08 0.54
*
```

Values from the calculation:
E_LUMO in eV: -6.5614
Maximum force in Eh/bohr: 0.036
Energy relative to the best compared isomer or geometry (same formula, charge and spin) in kcal per mole: 0.0
HOMO in eV: -15.88

---

[2]
C3H8NO | ωB97M-V/def2-TZVPD

Structure (ORCA input):
```
! RIJCOSX wB97M-V def2-TZVPD def2/J DEFGRID3
* xyz 1 1
C -2.81 -0.56 -0.51
N -2.22 0.55 -0.57
H -2.34 -1.27 0.18
H -3.83 -0.91 -0.68
H -1.26 0.71 -0.24
H -2.55 1.26 -1.23
O 0.45 -0.14 -0.36
C 1.66 -0.12 -0.20
C 2.47 0.26 0.95
H 2.20 -0.62 -1.04
H 1.96 0.73 1.77
H 3.36 0.81 0.61
H 2.92 -0.71 1.30
*
```

Values from the calculation:
E_LUMO in eV: -5.3286
Maximum force in Eh/bohr: 0.068
Energy relative to the best compared isomer or geometry (same formula, charge and spin) in kcal per mole: 21.7
HOMO in eV: -14.01

---

[3]
C28H45Br2NO11 | ωB97M-V/def2-TZVPD

Structure (ORCA input):
```
! RIJCOSX wB97M-V def2-TZVPD def2/J DEFGRID3
* xyz 0 1
C 1.83 1.27 0.50
C 2.50 1.90 -0.46
C 3.81 1.39 -0.89
O 4.50 0.66 -0.20
O 4.25 1.80 -2.12
C 3.39 1.35 -3.17
C 3.46 -0.17 -3.41
C 2.06 -0.74 -3.61
C 1.34 -1.01 -2.29
C 0.23 -2.05 -2.42
C -1.07 -1.53 -3.02
C -1.95 -0.65 -2.11
C -1.90 -0.99 -0.63
C -2.60 -2.27 -0.18
O -3.37 -2.27 0.77
Br -2.25 -3.99 -1.04
N -3.31 -0.88 -2.60
Br -4.66 0.04 -1.68
C -1.45 0.84 -2.33
O -2.28 1.57 -3.18
C -1.94 1.50 -4.54
O -1.24 1.50 -1.11
C -2.12 2.57 -0.79
C -1.69 3.91 -1.40
H 0.86 1.58 0.84
H 2.26 0.39 0.97
H 2.04 2.77 -0.92
H 3.71 1.86 -4.07
H 2.36 1.64 -2.98
H 4.04 -0.33 -4.31
H 3.98 -0.68 -2.61
H 2.16 -1.66 -4.17
H 1.48 -0.08 -4.24
H 2.07 -1.43 -1.61
H 0.99 -0.10 -1.82
H 0.60 -2.82 -3.09
H 0.10 -2.55 -1.48
H -1.65 -2.38 -3.37
H -0.81 -0.98 -3.92
H -2.38 -0.23 -0.04
H -0.89 -1.05 -0.26
H -3.37 -0.67 -3.59
H -0.47 0.78 -2.81
H -0.88 1.70 -4.71
H -2.50 2.27 -5.05
H -2.22 0.55 -5.00
H -3.15 2.34 -1.01
H -2.06 2.67 0.28
H -1.43 4.61 -0.62
H -2.54 4.34 -1.92
H -0.89 3.77 -2.11
O 1.13 2.69 3.17
C 2.17 3.26 3.32
O 2.28 4.61 3.24
C 3.66 5.00 3.35
C 4.35 3.85 4.06
C 3.53 2.65 3.57
H 4.05 5.17 2.34
H 3.72 5.94 3.91
H 5.41 3.78 3.84
H 4.24 3.95 5.14
H 3.91 2.25 2.63
H 3.46 1.86 4.31
O 1.59 -2.75 0.94
C 1.43 -3.94 0.98
O 0.68 -4.60 0.07
C 0.58 -5.99 0.43
C 1.79 -6.26 1.32
C 1.98 -4.90 2.01
H -0.37 -6.14 0.96
H 0.58 -6.59 -0.47
H 1.64 -7.09 2.01
H 2.66 -6.48 0.70
H 1.38 -4.82 2.91
H 3.02 -4.68 2.23
O -5.62 2.37 4.02
C -5.10 1.29 3.96
O -3.90 1.08 3.39
C -3.59 -0.32 3.37
C -4.44 -0.93 4.48
C -5.67 -0.02 4.46
H -3.84 -0.73 2.39
H -2.52 -0.46 3.54
H -4.65 -1.98 4.33
H -3.93 -0.83 5.44
H -6.42 -0.37 3.75
H -6.12 0.10 5.44
*
```

Values from the calculation:
E_LUMO in eV: 0.4666
Maximum force in Eh/bohr: 0.056
Structure (SMILES): C=CC(=O)OCCCCCC[C@](CC(=O)Br)(NBr)[C@@H](OC)OCC.O=C1CCCO1.O=C1CCCO1.O=C1CCCO1
HOMO in eV: -8.88

---

[4]
C29H30F40N3O7 | ωB97M-V/def2-TZVPD

Structure (ORCA input):
```
! RIJCOSX wB97M-V def2-TZVPD def2/J DEFGRID3
* xyz 1 1
O 1.11 -2.23 1.23
O 1.16 -1.02 0.44
C 0.07 -1.08 -0.40
N -1.13 -0.63 0.34
C -2.36 -0.97 0.08
N -2.70 -1.93 -0.83
C -4.14 -2.23 -0.59
C -4.61 -0.88 -0.07
N -3.44 -0.37 0.68
H 2.05 -2.34 1.43
H 0.26 -0.39 -1.22
H -0.08 -2.09 -0.77
H -0.97 -0.02 1.14
H -2.08 -2.72 -0.74
H -4.21 -3.04 0.14
H -4.66 -2.53 -1.50
H -5.52 -0.89 0.52
H -4.72 -0.22 -0.93
H -3.45 -0.54 1.68
C 3.05 1.86 -0.86
C 2.76 1.13 -2.17
C 3.79 1.24 -3.30
F 3.89 2.52 -3.71
F 3.36 0.49 -4.35
F 1.53 1.49 -2.61
F 2.68 -0.20 -1.87
O 2.37 3.09 -0.68
C 2.92 4.29 -1.07
C 1.98 5.02 -2.04
F 1.79 4.27 -3.15
F 2.55 6.19 -2.40
F 4.15 4.14 -1.58
F 3.03 5.06 0.03
H 2.65 1.22 -0.08
H 4.12 1.94 -0.69
H 4.76 0.87 -2.97
H 1.02 5.22 -1.56
C -1.34 2.05 -3.59
C -2.28 0.99 -4.17
C -2.74 1.16 -5.62
F -3.48 2.28 -5.74
F -3.51 0.10 -5.95
F -3.35 0.82 -3.37
F -1.56 -0.18 -4.15
O -1.95 3.03 -2.77
C -2.35 4.23 -3.28
C -3.83 4.50 -2.98
F -4.59 3.54 -3.55
F -4.18 5.69 -3.50
F -2.09 4.35 -4.59
F -1.64 5.21 -2.65
H -0.70 1.49 -2.91
H -0.70 2.49 -4.35
H -1.88 1.20 -6.30
H -4.00 4.50 -1.90
C 0.34 0.69 6.76
C -0.98 0.01 7.15
C -1.26 -1.38 6.56
F -1.37 -1.31 5.21
F -2.44 -1.83 7.04
F -2.02 0.83 6.90
F -0.91 -0.20 8.50
O 0.24 1.67 5.74
C 0.43 1.38 4.43
C -0.80 1.80 3.60
F -1.89 1.12 3.99
F -0.57 1.46 2.29
F 0.73 0.09 4.20
F 1.46 2.11 3.95
H 0.64 1.26 7.65
H 1.12 -0.04 6.56
H -0.47 -2.09 6.82
H -0.98 2.87 3.67
C -6.56 -4.87 3.13
C -6.68 -4.35 1.69
C -8.00 -4.56 0.95
F -8.23 -5.87 0.76
F -7.90 -3.97 -0.27
F -5.65 -4.80 0.93
F -6.55 -2.98 1.77
O -5.89 -6.10 3.27
C -6.58 -7.29 3.29
C -6.03 -8.26 2.23
F -6.18 -7.71 1.00
F -6.74 -9.40 2.27
F -7.90 -7.12 3.16
F -6.36 -7.87 4.49
H -5.92 -4.15 3.64
H -7.53 -4.86 3.62
H -8.84 -4.12 1.49
H -4.98 -8.46 2.41
C 8.70 1.55 -3.31
C 10.16 2.02 -3.19
C 11.18 1.01 -2.64
F 10.86 0.66 -1.38
F 12.40 1.58 -2.64
F 10.22 3.16 -2.47
F 10.57 2.29 -4.46
O 7.85 1.95 -2.25
C 7.62 1.19 -1.16
C 7.95 1.94 0.14
F 9.26 2.22 0.18
F 7.64 1.13 1.19
F 8.22 -0.01 -1.21
F 6.26 0.93 -1.11
H 8.32 2.07 -4.19
H 8.66 0.48 -3.50
H 11.20 0.11 -3.27
H 7.36 2.85 0.20
*
```

Values from the calculation:
E_LUMO in eV: -2.5660
Maximum force in Eh/bohr: 0.019
HOMO in eV: -13.43